Record 1
A structure of composition C5H11AlO3PS. Source: the OMol25 dataset; level of theory: ωB97M-V with the def2-TZVPD basis set.

Atoms and positions in Å:
C  2.61  1.78  0.69
C  3.09  0.67  0.04
P  2.58  -0.95  0.18
C  0.88  -1.51  -0.20
C  -0.22  -0.95  0.74
C  -1.65  -1.00  0.15
S  -2.32  0.62  -0.12
O  -2.00  1.51  0.94
O  -1.86  1.08  -1.46
O  -3.83  0.30  -0.17
H  2.77  2.76  0.26
H  2.09  1.75  1.63
H  3.96  0.78  -0.62
H  3.51  -1.71  -0.55
H  0.95  -2.60  -0.06
H  0.74  -1.30  -1.26
H  -0.22  -1.52  1.66
H  0.03  0.08  1.02
H  -2.29  -1.44  0.92
H  -1.76  -1.58  -0.76
H  -4.33  1.13  -0.02
Al  -2.72  2.09  -3.00

The value obtained for the frontier orbital gap is 2.79 eV. As for the spin multiplicity: 1. The charge is +3.

=====

Record 2
A structure of composition C17H15N3. Source: the OMol25 dataset; level of theory: ωB97M-V with the def2-TZVPD basis set.

Atoms and positions in Å:
C  1.06  0.63  3.37
C  2.27  -0.09  4.01
C  1.87  -1.54  4.02
C  0.62  -1.69  3.52
C  0.03  -0.45  3.15
C  -1.31  -0.22  2.72
C  -2.17  -1.27  2.34
C  -3.48  -1.02  2.00
C  -3.98  0.27  2.02
C  -3.15  1.32  2.37
C  -1.83  1.09  2.70
H  0.66  1.42  4.01
H  1.32  1.08  2.41
H  3.19  0.05  3.45
H  2.46  0.26  5.04
H  2.48  -2.34  4.40
H  0.11  -2.64  3.46
H  -1.79  -2.28  2.29
H  -4.12  -1.83  1.70
H  -5.01  0.46  1.78
H  -3.54  2.32  2.39
H  -1.20  1.92  2.97
C  0.17  -1.96  -2.98
C  0.25  -1.51  -1.68
C  1.16  -0.50  -1.38
C  2.00  0.07  -2.44
C  1.88  -0.42  -3.74
C  0.97  -1.42  -3.99
N  2.81  1.06  -1.89
N  2.34  0.90  -0.71
N  1.45  0.15  -0.18
H  -0.52  -2.74  -3.22
H  -0.38  -1.93  -0.90
H  2.50  -0.01  -4.53
H  0.87  -1.81  -4.99

The value obtained for the frontier orbital gap is 3.02 eV. As for the energy above the lowest of the compared OMol25 structures with the same formula, charge and spin: 84.3 kcal per mole. As for the spin multiplicity: 1. The charge is 0.

=====

Record 3
An isolated molecule of C20H20N2O6. Source: the OMol25 dataset; level of theory: ωB97M-V with the def2-TZVPD basis set.

Atoms and positions in Å:
C  -4.44  -3.10  -1.23
O  -4.84  -1.84  -0.77
C  -3.89  -0.95  -0.37
C  -2.54  -1.21  -0.29
C  -1.62  -0.24  0.11
C  -0.21  -0.59  0.14
C  0.84  0.20  -0.14
N  0.61  1.50  -0.66
C  1.22  2.70  -0.49
C  0.48  3.82  -1.17
O  2.25  2.87  0.13
C  2.19  -0.46  -0.06
O  2.25  -1.68  -0.13
N  3.25  0.37  0.08
C  4.60  0.04  0.17
C  5.50  1.08  0.38
C  6.85  0.82  0.47
C  7.33  -0.47  0.36
C  6.44  -1.52  0.15
O  6.93  -2.78  0.05
C  5.07  -1.26  0.06
C  -2.10  1.02  0.49
C  -3.46  1.29  0.43
C  -4.36  0.33  0.00
O  -5.68  0.68  -0.15
C  -6.67  0.15  0.61
C  -6.26  -0.73  1.76
O  -7.80  0.43  0.35
H  -5.35  -3.61  -1.54
H  -3.76  -3.01  -2.09
H  -3.95  -3.68  -0.44
H  -2.15  -2.18  -0.57
H  0.02  -1.62  0.38
H  -0.30  1.55  -1.10
H  -0.52  3.92  -0.76
H  1.03  4.75  -1.02
H  0.41  3.62  -2.24
H  3.05  1.37  0.20
H  5.13  2.09  0.47
H  7.54  1.63  0.63
H  8.39  -0.69  0.43
H  6.20  -3.40  -0.09
H  4.38  -2.08  -0.10
H  -1.43  1.76  0.88
H  -3.84  2.26  0.72
H  -7.09  -0.83  2.44
H  -5.40  -0.31  2.28
H  -5.99  -1.71  1.38

Its structure (SMILES) is COc1cc(/C=C(\NC(C)=O)C(=O)Nc2cccc(O)c2)ccc1OC(C)=O. The value obtained for the frontier orbital gap is 7.99 eV. As for the energy above the lowest of the compared OMol25 structures with the same formula, charge and spin: 41.6 kcal per mole. As for the spin multiplicity: 1. The charge is 0.

=====

Record 4
A cluster of 2 separate species, C2H2Cl2N2S in total. Source: the OMol25 dataset; level of theory: ωB97M-V with the def2-TZVPD basis set.

Atoms and positions in Å:
S  1.52  -1.47  -2.63
N  1.03  -0.13  -1.84
N  1.41  1.07  -2.01
Cl  2.85  1.23  -2.93
H  0.09  -0.08  -1.46
C  -0.99  3.51  -1.20
C  -0.93  3.32  0.03
Cl  -0.97  3.01  1.61
H  -0.84  3.64  -2.19

Its structure (SMILES) is [S-]/[NH+]=N\Cl.C#CCl. The value obtained for the frontier orbital gap (spin up / spin down) is 8.42 / 8.42 eV. As for the energy above the lowest of the compared OMol25 structures with the same formula, charge and spin: 92.4 kcal per mole. As for the spin multiplicity: 1. The charge is 0.

=====

Record 5
A cluster of 3 separate species, C3H11NO2 in total. Source: the OMol25 dataset; level of theory: ωB97M-V with the def2-TZVPD basis set.

Atoms and positions in Å:
C  -0.69  -1.95  1.52
C  -0.10  -0.90  0.92
C  1.19  -1.01  0.15
N  -0.55  0.38  1.18
H  -1.67  -1.85  1.98
H  -0.28  -2.92  1.49
H  0.89  -0.99  -0.90
H  1.80  -0.14  0.38
H  1.68  -1.95  0.35
H  -0.54  1.19  0.58
H  -1.05  0.56  2.03
O  1.21  2.45  -1.09
H  1.69  3.07  -1.66
H  1.47  2.87  -0.26
O  -1.78  0.80  -2.31
H  -1.41  0.40  -1.51
H  -1.85  0.00  -2.85

Its structure (SMILES) is C=C(C)N.O.O. The value obtained for the frontier orbital gap is 8.75 eV. As for the energy above the lowest of the compared OMol25 structures with the same formula, charge and spin: 18.8 kcal per mole. As for the spin multiplicity: 1. The charge is 0.

=====

Record 6
A cluster of 2 separate species, C3H6N4O in total. Source: the OMol25 dataset; level of theory: ωB97M-V with the def2-TZVPD basis set.

Atoms and positions in Å:
H  1.75  1.19  1.33
N  0.96  1.12  0.77
N  -0.09  1.76  1.08
C  -1.13  1.73  0.06
H  -2.06  1.24  0.32
H  -1.20  2.79  -0.21
H  -0.73  1.18  -0.94
C  -0.29  -1.62  0.48
N  0.96  -1.12  0.29
C  1.28  -1.52  -0.94
O  0.18  -2.12  -1.56
N  -0.80  -2.14  -0.61
H  -0.89  -1.47  1.34
H  2.06  -1.02  -1.41

Its structure (SMILES) is [H]/N=N/C.c1ncon1. The value obtained for the frontier orbital gap is 9.18 eV. As for the energy above the lowest of the compared OMol25 structures with the same formula, charge and spin: 119.7 kcal per mole. As for the spin multiplicity: 1. The charge is 0.

=====

Record 7
An isolated molecule of C2HClF2. Source: the OMol25 dataset; level of theory: ωB97M-V with the def2-TZVPD basis set.

Atoms and positions in Å:
F  -0.45  0.58  -2.14
C  0.40  0.68  -0.99
C  -0.14  0.06  0.06
F  -1.14  -0.56  -0.13
Cl  0.69  -0.37  1.59
H  0.96  1.67  -0.89

Its structure (SMILES) is F/C=C(\F)Cl. The value obtained for the frontier orbital gap is 10.51 eV. As for the energy above the lowest of the compared OMol25 structures with the same formula, charge and spin: 34.3 kcal per mole. As for the spin multiplicity: 1. The charge is 0.

=====

Record 8
An isolated molecule of C2H7N3. Source: the OMol25 dataset; level of theory: ωB97M-V with the def2-TZVPD basis set.

Atoms and positions in Å:
C  -1.54  1.41  0.50
N  -1.07  0.17  -0.12
C  0.21  0.05  -0.21
N  0.64  -1.05  -0.89
N  1.79  -1.74  -0.47
H  -2.17  1.97  -0.20
H  -2.15  1.16  1.38
H  -0.74  2.08  0.82
H  0.95  0.56  0.43
H  -0.32  -1.51  -1.11
H  1.78  -1.90  0.54
H  2.62  -1.20  -0.68

Its structure (SMILES) is C/N=C/NN. The value obtained for the frontier orbital gap is 9.85 eV. As for the energy above the lowest of the compared OMol25 structures with the same formula, charge and spin: 46.0 kcal per mole. As for the spin multiplicity: 1. The charge is 0.